# 1
The following is a DFT calculation (wB97M-V/def2-TZVPD) of a structure of composition C19H21N6O8Sc.

```
55
Properties=species:S:1:pos:R:3:mulliken_charge:R:1
H 3.26 3.76 -1.42 0.450
H 4.32 4.01 0.39 0.199
C -4.98 -2.57 -0.36 -0.807
C -4.00 -3.11 -2.47 -0.668
H -6.07 -3.44 -1.99 0.427
C 0.97 -2.99 3.68 0.217
O -1.37 0.65 -0.25 -0.694
H -5.82 -2.52 0.32 0.400
C 1.56 -1.94 2.97 -0.574
N 1.83 3.25 2.29 -0.485
C -5.11 -3.07 -1.64 -0.258
N 1.79 3.87 0.09 -0.071
H -0.61 -4.41 3.67 0.478
H 2.44 -1.46 3.37 0.604
O 0.80 -4.19 5.69 -0.708
C 2.29 4.23 -1.23 -0.903
O -1.58 -2.76 -4.01 -0.659
C -0.15 -3.60 3.13 -0.977
O -0.51 2.67 0.04 -0.817
H -3.60 -1.68 1.04 0.560
H -1.52 -3.60 1.47 0.575
N -0.10 -2.13 1.25 0.041
H 1.56 4.13 -3.23 0.438
C 1.59 -0.42 0.96 0.354
C -0.25 1.64 -2.13 0.131
N -2.67 -2.16 -0.73 0.206
N 3.81 3.80 1.22 -0.413
H -4.04 -3.47 -3.49 0.520
N -0.30 0.25 -2.60 -0.389
H 0.63 -0.10 -2.81 0.327
C -0.65 -3.15 1.92 -0.134
C 1.00 -1.55 1.78 0.651
O 2.28 0.45 1.47 -0.639
O 2.64 -2.93 5.33 -0.709
O 1.26 -0.46 -0.31 -0.503
H 2.35 2.75 2.99 0.271
H 2.42 5.32 -1.30 0.388
O -0.44 -2.53 -2.08 -0.646
H 1.77 1.78 -1.49 0.281
C -1.51 -2.67 -2.80 0.334
H 4.33 3.48 2.02 0.223
C 1.27 3.75 -2.25 -1.205
C -3.74 -2.10 0.06 -0.345
H 1.57 1.86 -3.23 0.569
C -2.79 -2.65 -1.97 0.630
C 1.16 2.22 -2.28 -0.778
H 0.79 3.59 0.09 0.289
H 0.31 4.22 -2.01 0.395
C 1.56 -3.45 5.05 0.423
C -0.74 1.69 -0.66 0.571
Sc -0.57 -1.14 -0.68 0.422
H -0.97 2.24 -2.70 0.599
C 2.48 3.62 1.17 0.827
H -0.84 0.14 -3.46 0.326
H 0.90 2.87 2.14 0.258
```

The calculation puts the gap between HOMO and LUMO at 6.94 eV. As for the HOMO energy: -7.5 eV. The molar mass comes out at 506.4 g mol⁻¹. Its strongest force on any atom is 0.01272 Eh/bohr. The calculation puts the total energy at -2428.1314 a.u.

---

# 2
The following is a DFT calculation (wB97M-V/def2-TZVPD) of a structure of composition C19H21N8O2PbS5Sb.

```
57
Properties=species:S:1:pos:R:3:mulliken_charge:R:1
C -0.15 -0.38 3.95 0.618
C 1.16 -0.15 6.04 -0.981
N 0.07 3.83 -5.58 -0.604
H -4.98 3.22 -2.53 0.427
N 0.35 2.51 -5.56 0.823
C -0.70 1.59 -5.27 -0.795
N 1.09 4.50 -5.90 -0.617
O -0.12 2.34 0.41 -0.646
S 3.18 -0.17 2.14 -0.034
Sb 2.29 -2.68 0.14 0.525
H -1.49 -1.01 -4.99 0.525
N 0.02 -0.16 -2.22 0.068
C 2.14 3.65 -6.10 0.379
C -0.98 3.12 -0.10 0.268
H 1.10 2.14 -1.57 0.255
C -3.17 3.25 -1.37 -0.724
H 4.50 0.66 -6.49 0.395
S 2.45 -0.07 0.20 -0.303
H 1.26 0.62 6.79 0.348
O -0.89 4.33 -0.20 -0.728
N -0.42 0.67 -4.20 0.417
S 0.08 -2.97 0.73 -0.695
C -4.35 1.26 -1.93 -0.710
H 0.32 3.02 -2.88 0.384
C -4.24 2.64 -1.99 -0.306
C 3.47 3.89 -6.45 -0.735
S 3.20 -2.22 2.48 -0.340
H -0.02 -2.14 2.94 -0.066
H 1.85 2.17 -3.17 0.290
H 2.15 0.22 -5.87 0.433
C 4.28 2.79 -6.58 -0.454
H 5.32 2.93 -6.86 0.376
H -0.94 0.99 -6.16 0.340
C -2.23 2.46 -0.72 0.607
C -0.67 -1.09 -2.93 -0.627
H -3.42 -0.53 -1.17 0.465
Pb -0.37 0.02 0.38 1.437
H 1.05 -2.00 4.29 0.218
H 3.80 4.89 -6.62 0.441
C -3.38 0.55 -1.25 -0.423
C 0.16 0.90 -2.99 0.555
N -2.34 1.14 -0.67 -0.005
S -1.31 0.36 2.95 -0.569
C 3.81 1.49 -6.37 -0.623
H -1.57 2.21 -5.02 0.328
H -0.10 1.26 5.07 0.247
H -3.01 4.32 -1.39 0.549
C 1.67 2.33 -5.89 0.771
N 0.25 0.32 5.02 -0.141
C -0.96 -0.60 -4.16 -0.888
H -5.18 0.75 -2.41 0.434
N 0.28 -1.62 3.76 -0.149
C 0.90 2.13 -2.64 -1.344
H 0.77 -1.05 6.51 0.334
H 2.14 -0.36 5.62 0.278
H -0.90 -2.05 -2.51 0.533
C 2.50 1.23 -6.02 -0.561
```

The calculation puts the gap between HOMO and LUMO at 6.29 eV. As for the HOMO energy: -7.0 eV. The molar mass comes out at 882.7 g mol⁻¹. Its strongest force on any atom is 0.02635 Eh/bohr. The calculation puts the total energy at -3749.3212 a.u.

---

# 3
The following is a DFT calculation (wB97M-V/def2-TZVPD) of an isolated molecule of C19H21NO3.

```
44
Properties=species:S:1:pos:R:3:mulliken_charge:R:1
H -4.41 -0.97 -0.90 0.341
H -7.00 0.45 0.45 0.295
C -5.02 0.95 -0.17 0.667
O 5.81 2.46 -0.65 -0.616
H 7.18 -0.15 0.27 0.375
H 6.59 0.66 1.72 0.367
C -4.09 -0.04 -0.45 -0.406
C 5.73 1.38 -0.10 1.103
N 0.88 -1.52 -0.55 0.015
C 4.49 0.57 -0.18 0.179
C -0.84 1.54 0.71 -1.327
H -1.16 -4.07 -0.07 0.364
H -0.36 0.62 1.02 0.278
H -1.86 -2.00 1.21 0.262
C 2.09 -0.86 -0.40 0.771
C -1.98 -2.10 0.12 -0.409
H -0.32 1.91 -0.18 0.255
H 3.55 2.02 -1.42 0.441
O 1.15 -3.43 0.68 -0.642
C -4.57 2.13 0.40 -0.737
H -2.99 -2.49 -0.07 0.459
C -2.74 0.14 -0.16 0.051
C -2.29 1.33 0.41 1.085
O -1.80 -0.83 -0.49 -0.381
H 1.43 0.77 -1.63 0.438
H 7.72 1.50 0.64 0.344
C -3.23 2.32 0.68 -0.794
C 3.43 1.07 -0.93 -1.131
C -6.47 0.74 -0.46 -1.505
C 6.88 0.81 0.68 -1.373
C 2.25 0.37 -1.04 -0.214
C -0.94 -3.07 -0.44 -1.017
H -5.28 2.92 0.62 0.405
H -6.93 1.65 -0.83 0.396
H 3.04 -2.32 0.84 0.518
H 5.13 -1.09 1.04 0.348
C 3.15 -1.37 0.35 -0.961
H 0.17 -1.00 -1.05 0.180
H -2.90 3.25 1.12 0.398
C 4.33 -0.66 0.46 -0.548
C 0.48 -2.71 -0.02 0.629
H -6.61 -0.05 -1.20 0.355
H -1.01 -3.07 -1.53 0.323
H -0.72 2.29 1.49 0.418
```

The calculation puts the gap between HOMO and LUMO at 9.05 eV. As for the HOMO energy: -8.6 eV. The molar mass comes out at 311.4 g mol⁻¹. Its strongest force on any atom is 0.01108 Eh/bohr. Its SMILES is CC(=O)c1ccc(NC(=O)CCOc2cc(C)ccc2C)cc1. The calculation puts the total energy at -1017.1205 a.u.

---

# 4
The following is a DFT calculation (wB97M-V/def2-TZVPD) of an isolated molecule of C19H21NO4.

```
45
Properties=species:S:1:pos:R:3:mulliken_charge:R:1
C 2.52 -4.85 -0.97 -1.043
H 2.88 -2.78 -2.37 0.437
H -1.82 2.68 1.63 1.434
C 2.21 -0.93 -1.87 -0.877
C -1.22 2.07 1.87 -1.351
H -0.95 0.38 -1.62 0.190
H 0.75 -2.33 1.22 0.253
C -2.72 0.23 0.39 0.790
C -1.92 2.22 -2.28 0.538
C 0.41 0.53 3.64 -0.134
H 2.05 -5.11 -1.93 0.360
C -3.36 1.53 -1.54 -0.766
C -0.05 2.52 2.71 -0.475
N -0.73 1.35 -2.07 0.152
C -0.85 -0.09 3.28 -0.536
H 3.45 -4.59 -1.07 0.453
H -3.21 -0.91 2.12 0.733
H 0.99 -0.14 4.35 0.234
H -3.54 1.01 2.10 0.318
O -3.09 1.33 -0.15 -0.321
C -3.08 0.02 1.93 -1.186
H 2.43 -5.92 -0.65 0.301
H 0.55 2.74 -2.59 0.404
C -1.67 0.80 2.39 0.647
H -3.43 0.45 -2.17 0.317
C 0.92 1.76 3.32 -1.106
C 0.37 1.63 -2.47 -0.799
H 2.46 1.92 -1.57 0.322
C 1.80 0.08 -1.15 0.711
H 2.82 -0.49 -2.58 0.433
H 0.79 0.17 0.87 -0.193
H 1.71 2.11 3.61 0.952
H 0.32 3.52 2.23 0.233
C 2.35 -2.29 -1.62 -1.400
C 1.48 1.33 -1.26 -1.158
O 1.71 -3.95 -0.02 -0.435
C 1.74 -2.69 -0.51 1.084
C 0.98 -1.92 0.20 -0.363
H 1.07 2.00 -0.62 0.408
H -1.19 -1.16 3.37 0.254
C 1.10 -0.51 0.03 0.601
O -2.06 -0.59 -0.33 -0.724
H 0.81 1.33 -3.39 0.338
H -3.96 2.24 -1.84 0.462
O -1.80 3.31 -2.61 -0.492
```

The calculation puts the gap between HOMO and LUMO at 8.15 eV. As for the HOMO energy: -7.7 eV. The molar mass comes out at 327.4 g mol⁻¹. Its strongest force on any atom is 0.34275 Eh/bohr. Its SMILES is COc1ccc(CCNC(=O)COC(=O)Cc2ccccc2)cc1. The calculation puts the total energy at -1091.8203 a.u.

---

# 5
The following is a DFT calculation (wB97M-V/def2-TZVPD) of an isolated molecule of C19H21NO6.

```
47
Properties=species:S:1:pos:R:3:mulliken_charge:R:1
O -3.82 0.25 -2.03 -0.296
C -0.19 2.44 3.14 -0.881
C 2.41 1.72 2.70 0.984
O 3.18 2.74 4.56 -0.474
C -0.90 1.29 1.10 -0.484
H 1.76 0.75 0.91 0.558
C 1.35 0.00 -2.58 -0.828
H 0.73 -2.74 -2.72 0.176
H -5.45 1.46 -1.65 0.294
H -2.84 -3.03 -1.81 0.372
H 0.50 -0.49 -3.07 0.280
C -4.83 1.13 -2.48 -0.749
C -0.99 0.15 0.39 1.045
H 0.50 3.42 4.94 0.423
H 1.73 -3.92 -1.87 0.484
C 0.09 -3.18 -0.69 -1.158
O 3.77 1.53 2.70 -0.515
C -2.96 0.78 -1.13 0.309
H -2.97 -1.58 -2.80 0.346
H -5.43 0.57 -3.20 0.222
C 1.18 -2.98 -1.76 -0.348
C 4.25 2.14 3.87 -0.263
C 1.48 1.31 1.79 -1.226
N -0.62 -1.96 -0.42 0.219
C -1.94 -0.16 -0.67 -0.303
C 2.06 2.47 3.83 0.860
H 0.57 -3.46 0.25 0.474
O 1.65 -0.58 -1.33 -0.047
H 1.10 1.03 -2.38 0.221
C 0.14 1.66 2.03 0.432
C -1.65 -1.42 -1.15 0.968
O 0.63 -1.39 1.41 -0.671
C -0.18 -1.07 0.56 0.019
H 2.22 -0.05 -3.25 0.323
H -1.22 2.71 3.30 0.450
C 2.19 -1.88 -1.37 -0.806
H -1.69 2.02 0.96 0.597
H 2.55 -2.06 -0.36 0.277
H -4.39 2.01 -2.96 0.328
H 4.73 1.38 4.51 0.260
H 5.00 2.90 3.61 0.235
H 3.03 -1.91 -2.07 0.541
O -3.07 1.92 -0.75 -0.667
C -2.28 -2.20 -2.24 -1.750
C 0.76 2.84 4.07 -0.942
H -0.60 -3.96 -1.00 0.402
H -1.54 -2.61 -2.91 0.308
```

The calculation puts the gap between HOMO and LUMO at 7.38 eV. As for the HOMO energy: -7.4 eV. The molar mass comes out at 359.4 g mol⁻¹. Its strongest force on any atom is 0.02457 Eh/bohr. Its SMILES is COCCCN1C(=O)/C(=C\c2ccc3c(c2)OCO3)C(C(=O)OC)=C1C. The calculation puts the total energy at -1242.7890 a.u.

---

# 6
The following is a DFT calculation (wB97M-V/def2-TZVPD) of a cluster of 2 separate species, C19H21O7 in total.

```
47
Properties=species:S:1:pos:R:3:mulliken_charge:R:1
H 0.77 -1.94 1.38 0.161
C -1.63 0.75 5.61 0.072
C 3.08 -0.46 5.41 -0.242
C -0.10 0.02 1.50 0.685
C -2.95 -0.17 7.39 1.586
C -2.55 0.80 8.48 -1.416
O -2.88 0.45 6.08 -0.369
H 0.81 0.96 4.88 0.659
H 3.98 -1.22 0.49 0.314
H -1.52 1.15 8.36 0.301
H 1.45 -0.24 8.41 0.346
O 0.00 -2.03 7.22 -0.614
H -5.07 0.18 7.53 0.393
H 4.21 -1.43 2.23 0.193
O -2.09 -1.33 7.39 -0.392
C 4.37 -1.47 7.18 -0.401
H -4.49 -1.18 8.53 0.385
O -0.11 1.23 1.37 -0.663
C 3.39 -1.11 8.11 -0.691
C -4.38 -0.67 7.56 -1.713
H -4.53 -0.08 1.52 0.402
C 3.47 -1.48 1.43 -1.101
H 5.27 -1.99 7.50 0.347
C -0.79 -1.13 7.02 0.562
H -4.64 -1.37 6.76 0.399
O -1.54 1.43 4.61 -0.639
O 2.64 0.69 2.06 -0.776
H 3.08 -2.50 1.35 0.287
H -3.69 -1.35 0.63 0.332
C 4.21 -1.15 5.82 -0.529
O -1.26 -0.72 1.60 -0.333
C -0.47 0.12 6.30 0.646
C 2.36 -0.47 1.69 0.807
H 3.53 -1.32 9.17 0.342
C -3.65 -0.72 1.52 -1.342
C 2.01 -0.20 6.30 0.321
C 1.03 -0.90 1.53 -0.641
H -2.37 0.75 0.64 0.292
H -3.24 1.65 8.46 0.364
H 2.96 -0.11 4.38 0.367
H -3.71 -1.38 2.40 0.280
C 0.78 0.34 5.78 -0.710
H -2.64 0.29 9.45 0.377
C 2.21 -0.50 7.68 -0.239
H 4.97 -1.43 5.08 0.379
H -2.40 0.78 2.43 0.147
C -2.41 0.13 1.55 0.065
```

The calculation puts the gap between HOMO and LUMO at 4.81 eV. As for the HOMO energy: -3.2 eV. The molar mass comes out at 361.4 g mol⁻¹. Its strongest force on any atom is 0.03708 Eh/bohr. The calculation puts the total energy at -1263.3509 a.u. As for the total charge: -1.

---

# 7
The following is a DFT calculation (wB97M-V/def2-TZVPD) of a structure of composition C19H22Cl3NOOsSSb2.

```
50
Properties=species:S:1:pos:R:3:mulliken_charge:R:1
C -3.63 -2.11 -0.57 -0.808
H -0.92 -1.52 -3.61 0.419
C 3.38 0.50 2.92 0.403
C 2.55 1.23 2.06 -0.444
C 3.06 3.27 3.27 -0.913
H -2.95 -0.88 1.57 0.727
Sb 0.85 -0.76 -1.77 0.732
C -3.96 -2.99 -1.59 -0.730
H 4.67 0.59 4.61 0.471
C -2.96 -3.70 -2.23 -0.623
S 2.94 3.97 -3.65 -0.229
H -1.55 -0.08 -2.80 0.202
H -2.53 1.56 3.01 0.469
H 2.94 4.34 3.41 0.480
H 0.77 -3.26 -0.83 0.666
H 0.38 -2.14 0.47 0.349
Cl 3.57 -1.19 2.69 -0.149
H -0.77 1.41 3.22 0.389
H 2.27 -2.16 -3.50 0.411
C -3.10 1.89 -0.38 -1.140
C -1.64 -3.51 -1.86 -0.722
O 1.91 0.57 1.04 -0.407
C 2.57 -1.35 -2.83 -1.205
Cl 1.38 3.48 1.15 -0.164
H -2.89 2.93 -0.62 0.429
Sb -1.47 1.02 0.65 0.448
C -1.56 1.83 2.60 -1.230
Os 1.01 1.39 -0.35 0.947
H -1.46 2.91 2.56 0.371
C -0.66 -0.54 -3.23 -1.061
C -2.30 -1.91 -0.19 1.008
H -5.00 -3.13 -1.86 0.437
H -3.96 1.83 0.28 0.397
N 1.92 2.26 -1.74 -0.658
Cl 4.69 3.31 5.40 -0.134
H 2.96 -0.52 -3.40 0.387
H -0.86 -4.08 -2.36 0.431
H -4.42 -1.59 -0.05 0.430
H -3.21 -4.42 -3.00 0.437
H -3.30 1.33 -1.29 0.366
H 3.33 -1.71 -2.14 0.426
C 2.41 2.60 2.26 1.052
H -1.29 -1.43 1.67 0.604
C 3.87 2.52 4.12 0.361
C 4.03 1.15 3.95 -0.749
C 0.17 -2.40 -0.56 -1.445
C -2.04 -1.02 0.99 -1.335
C 2.36 3.03 -2.56 0.806
H -0.28 0.08 -4.04 0.458
C -1.29 -2.61 -0.86 0.637
```

The calculation puts the gap between HOMO and LUMO at 5.77 eV. As for the HOMO energy: -14.3 eV. The molar mass comes out at 852.6 g mol⁻¹. Its strongest force on any atom is 0.01320 Eh/bohr. The calculation puts the total energy at -3216.5055 a.u. As for the total charge: +2.

---

# 8
The following is a DFT calculation (wB97M-V/def2-TZVPD) of a structure of composition C19H22ClCoN8O2SbSe4.

```
58
Properties=species:S:1:pos:R:3:mulliken_charge:R:1
H -0.53 -4.84 -1.28 0.363
H -3.49 1.01 -2.72 0.492
C -4.29 0.61 0.54 -0.220
C 0.67 -3.87 0.83 -0.637
H 1.61 2.20 4.58 0.478
C 1.78 -3.61 -1.24 -0.737
H 4.83 2.22 -2.21 0.397
H 3.46 2.58 2.87 0.224
H 2.64 -3.16 -1.75 0.351
H -0.64 -1.66 1.42 0.097
C -0.65 -1.96 0.36 -0.753
N 2.14 1.04 -0.75 1.253
N 0.55 -3.15 -1.88 -0.005
N -0.59 -3.41 0.25 0.080
H 1.75 -1.52 1.34 0.211
H 2.58 -1.36 -0.22 0.166
C -6.25 0.69 -0.81 0.484
H -1.58 -1.61 -0.09 0.134
N 2.69 1.91 2.75 0.283
Cl -7.99 0.64 -0.94 -0.228
Se 1.54 6.49 -0.26 -0.670
C 2.83 1.29 -1.91 -0.471
C 4.04 1.83 -1.59 -1.035
C 0.46 -1.70 -1.74 -0.697
H -0.46 1.15 3.08 0.337
C -5.49 0.85 -1.96 -0.795
C 2.92 1.45 0.24 0.175
H 1.32 -1.24 -2.23 0.252
H 0.73 -4.95 0.74 0.350
Co 0.29 1.00 -0.14 -0.948
H -5.98 0.95 -2.92 0.414
O -1.30 0.75 -1.53 -0.616
C 1.73 -1.81 0.29 -0.818
N 0.48 -1.28 -0.32 1.424
H -3.80 0.54 1.50 0.507
Se 0.47 4.57 3.35 -0.671
Se 0.28 3.27 -0.43 -0.310
Sb 1.75 4.68 1.30 0.787
H 0.68 -3.60 1.89 0.350
H 1.85 -4.70 -1.34 0.354
H 2.40 1.11 -2.88 0.490
H -0.45 -1.33 -2.19 0.081
H -6.29 0.46 1.32 0.414
O -1.46 0.84 0.63 -0.453
C -2.03 0.79 -0.50 0.851
C 0.58 1.29 2.83 -0.395
C -5.67 0.57 0.44 -0.845
C 1.60 1.80 3.58 -0.946
C -0.58 -3.75 -1.18 -0.631
C -4.11 0.88 -1.85 -0.227
C -3.51 0.75 -0.60 0.101
H 4.64 2.59 0.31 0.128
N 1.05 1.08 1.57 1.493
N 4.08 1.92 -0.22 0.076
C 2.32 1.46 1.55 -0.991
N 1.83 -3.26 0.18 0.094
H -1.51 -3.40 -1.63 0.332
Se 4.10 3.90 1.61 -0.922
```

The calculation puts the gap between HOMO and LUMO (alpha / beta) at 6.01 / 5.99 eV. As for the HOMO energy (alpha / beta): -4.0 / -4.0 eV. The molar mass comes out at 926.4 g mol⁻¹. Its strongest force on any atom is 0.08092 Eh/bohr. The calculation puts the total energy at -13014.8390 a.u. As for the total charge: -1.